1.
{
  "formula": "C5H16N3S",
  "method": "ωB97M-V/def2-TZVPD",
  "species": ["S", "N", "N", "N", "C", "C", "C", "C", "C", "H", "H", "H", "H", "H", "H", "H", "H", "H", "H", "H", "H", "H", "H", "H", "H"],
  "coordinates": [[0.635563, -2.114258, -1.052312], [-1.235740, 1.362611, 1.930949], [-0.548674, 2.245399, -0.071508], [0.981930, 1.244763, 1.303643], [-0.261482, 1.603811, 1.059907], [-2.036497, -1.628887, -0.819140], [1.834548, -1.773537, -2.346211], [1.497417, 0.932832, 2.627427], [-0.824216, -1.211622, -1.638575], [0.800823, 0.392749, 3.250967], [2.112171, -0.725306, -2.428346], [2.344104, 0.256654, 2.537783], [2.716605, -2.327379, -2.051229], [-2.108230, -2.712010, -0.753067], [-0.958798, -1.503443, -2.682280], [-0.672821, -0.129843, -1.619886], [1.486280, -2.140895, -3.312660], [1.896044, 1.806264, 3.154302], [-1.473172, 2.581943, -0.299341], [1.689566, 1.329423, 0.585850], [0.087495, 2.339703, -0.844080], [-2.922133, -1.192512, -1.263047], [-2.088293, 1.882643, 1.816525], [-1.029367, 0.751916, 2.700955], [-1.923124, -1.271018, 0.213374]],
  "forces_ev_per_a": [[-0.0631, 0.3245, 0.3298], [0.4607, 0.2851, -0.2977], [-0.5036, 0.4084, -0.7463], [0.5769, -0.2902, 0.3589], [0.1210, 0.3049, -0.4814], [0.5840, 0.3213, 0.4220], [-0.1036, -0.0486, -0.1127], [0.8835, -0.3474, 0.3179], [0.1681, -0.4756, -0.4216], [-0.3081, 0.0440, 0.0887], [-0.1041, 0.1117, 0.0365], [-0.0252, -0.1037, -0.2897], [0.2207, -0.1346, -0.0837], [-0.1808, -0.0288, -0.2201], [-0.0923, 0.0828, -0.0030], [0.0456, -0.0257, 0.0781], [0.0383, 0.0188, 0.0711], [-0.4610, 0.0835, -0.1493], [-0.0347, -0.3665, 0.2899], [-0.3747, 0.0722, -0.0590], [0.4198, -0.0054, 0.2870], [-0.3348, -0.0885, 0.0703], [-0.2532, -0.3852, 0.4268], [-0.5028, 0.2282, 0.2429], [-0.1766, 0.0150, -0.1556]],
  "lowdin_charge": [0.78, 0.23, 0.21, 0.06, -0.45, -0.18, -0.43, -0.03, -0.58, 0.08, 0.03, 0.10, 0.03, 0.07, 0.08, 0.04, 0.04, 0.11, 0.14, 0.16, 0.13, 0.07, 0.14, 0.12, 0.05],
  "mol_weight_da": 150.271,
  "total_charge": 1,
  "e_homo_ev": -11.34,
  "fmax_ev_per_a": 1.001,
  "multiplicity": 1,
  "homo_lumo_gap_ev": 8.311
}

2.
{
  "formula": "H6N2O2",
  "method": "ωB97M-V/def2-TZVPD",
  "species": ["O", "O", "N", "N", "H", "H", "H", "H", "H", "H"],
  "coordinates": [[-1.763744, 0.779254, 0.028526], [-2.113619, -0.558067, -0.081211], [1.907310, 0.375673, 0.046254], [0.903941, -0.605165, 0.215738], [-1.441705, -1.245509, -0.105480], [0.411095, -0.699322, -0.653264], [1.494236, 1.098927, -0.653950], [-2.470174, 1.118188, 0.592297], [0.320457, -0.272220, 0.995919], [2.752199, 0.008245, -0.384831]],
  "forces_ev_per_a": [[1.6508, 0.8710, -0.0720], [-3.2869, -1.7648, -0.3760], [-0.7604, 2.5000, -1.8044], [0.4466, -0.4878, 0.9857], [1.4221, 1.1485, 0.3815], [-0.6170, -0.0614, 0.0128], [1.3910, -1.2725, 1.6198], [-0.0273, -0.2889, 0.1018], [0.1466, -0.3297, -0.9587], [-0.3657, -0.3145, 0.1094]],
  "lowdin_charge": [-0.08, -0.11, -0.11, -0.12, 0.07, 0.04, 0.10, 0.10, 0.07, 0.05],
  "mol_weight_da": 66.060,
  "e_homo_ev": -9.62,
  "fmax_ev_per_a": 3.750,
  "smiles": "NN.OO",
  "multiplicity": 1,
  "homo_lumo_gap_ev": 10.557
}

3.
{
  "formula": "C4H7NS",
  "method": "ωB97M-V/def2-TZVPD",
  "species": ["S", "N", "C", "C", "C", "C", "H", "H", "H", "H", "H", "H", "H"],
  "coordinates": [[-0.880194, 0.567964, -2.435935], [-0.718942, -0.778848, 0.600486], [1.657628, -0.099324, 1.007154], [0.230625, 0.209579, 0.488407], [-1.972059, 1.170772, -1.134912], [-1.987524, -0.195473, -1.254008], [1.710484, -0.242744, 2.106196], [-2.612158, -1.017323, -1.456495], [-0.087194, -1.384110, 0.970151], [2.106900, -0.828193, 0.357986], [2.263033, 0.911832, 0.718773], [0.294992, 0.418970, -0.679663], [-0.005592, 1.266898, 0.711861]],
  "forces_ev_per_a": [[-0.1481, -0.4900, 0.4513], [-2.0916, 2.7785, 0.1066], [0.4973, 3.6424, -0.9146], [1.5444, 1.8130, -1.6903], [-0.7076, -1.0331, 0.2015], [0.7596, 2.5435, -1.3653], [0.1036, -0.2232, -0.8318], [-0.3882, -0.9188, 0.4260], [1.4353, -4.2452, 0.9773], [0.3098, -0.8211, 0.3347], [-1.1338, -2.3241, 1.0272], [0.6551, -0.4136, 1.0151], [-0.8358, -0.3082, 0.2623]],
  "lowdin_charge": [0.80, 0.10, -0.10, -0.46, -0.32, -0.47, 0.08, 0.05, 0.00, 0.05, 0.12, 0.03, 0.12],
  "mol_weight_da": 101.174,
  "e_homo_ev": [-8.34, -9.13],
  "fmax_ev_per_a": 4.587,
  "multiplicity": 1,
  "homo_lumo_gap_ev": [7.429, 7.843]
}

4.
{
  "formula": "C44H91ClI4NO7S",
  "method": "ωB97M-V/def2-TZVPD",
  "species": ["I", "I", "I", "I", "Cl", "S", "O", "O", "O", "O", "O", "O", "O", "N", "C", "C", "C", "C", "C", "C", "C", "C", "C", "C", "C", "C", "C", "C", "C", "C", "C", "C", "C", "C", "C", "C", "C", "C", "C", "C", "C", "C", "C", "C", "C", "C", "C", "C", "C", "C", "C", "C", "C", "C", "C", "C", "C", "C", "H", "H", "H", "H", "H", "H", "H", "H", "H", "H", "H", "H", "H", "H", "H", "H", "H", "H", "H", "H", "H", "H", "H", "H", "H", "H", "H", "H", "H", "H", "H", "H", "H", "H", "H", "H", "H", "H", "H", "H", "H", "H", "H", "H", "H", "H", "H", "H", "H", "H", "H", "H", "H", "H", "H", "H", "H", "H", "H", "H", "H", "H", "H", "H", "H", "H", "H", "H", "H", "H", "H", "H", "H", "H", "H", "H", "H", "H", "H", "H", "H", "H", "H", "H", "H", "H", "H", "H", "H", "H", "H"],
  "coordinates": [[3.185205, -4.235289, -1.714399], [3.669319, -1.130860, -3.624926], [0.636982, -5.111319, 0.777492], [4.909523, -1.679776, 1.729810], [1.424588, -1.283964, 2.110124], [-1.935470, -0.034151, 0.520773], [2.440579, -9.853185, -0.128141], [-1.510052, 3.702433, 6.217633], [0.697217, -6.404530, -4.019562], [-0.373246, 0.451694, -5.115520], [6.188674, 4.691957, -0.136105], [4.214035, 5.771599, -0.472692], [-6.325401, 0.391060, 0.444651], [0.865019, 0.707729, 0.199941], [-0.404736, 0.161952, -0.445549], [-0.601591, 1.909254, 7.540535], [-0.575061, -8.401623, -3.585124], [-6.039267, 0.321858, -1.944607], [-0.597394, -6.991697, -4.154185], [-1.080595, 3.305335, 2.576315], [5.098341, 5.026183, 0.344252], [3.396408, -9.538548, 2.057805], [4.387119, -8.447232, 0.024397], [-1.002970, -6.992327, -5.619621], [5.376568, 1.171253, 0.580346], [3.551748, 4.951191, -1.459905], [2.278199, -2.803068, -0.344571], [-6.885454, 5.016186, 1.626356], [-5.418013, 4.591960, 2.156431], [-1.745635, 4.755899, 2.304178], [-5.389767, 3.429208, 3.237925], [0.857945, 3.743706, 6.637630], [2.254787, 4.210590, -0.830592], [0.577178, 1.504466, 1.469670], [-0.363306, 2.872276, 6.388164], [-5.544025, 0.907928, -0.631585], [-5.629400, 2.425781, -0.635788], [0.737391, -3.218337, -0.405247], [-0.094436, 0.390305, -7.506932], [-3.505559, -1.486210, 2.263123], [3.672411, -9.673867, 0.568531], [2.295347, -0.685589, -2.012171], [0.124014, -3.638966, -1.810803], [-4.306907, 5.302793, 1.652431], [4.750957, 4.664121, 1.861065], [1.946815, 0.868704, -2.163437], [0.350834, 2.482192, -6.189820], [4.983363, 0.193227, -0.627119], [-2.266634, 2.313419, 2.958766], [-2.915603, 4.699546, 1.175321], [4.227751, -1.167152, -0.275227], [2.616426, -1.223074, -0.534669], [0.414315, 0.962744, -6.193885], [-1.985958, -1.460821, 1.668189], [-0.235575, 2.865246, 1.260662], [2.583381, 2.658769, -0.424486], [1.884413, -0.320643, 0.590535], [1.438180, 1.645149, -0.861137], [-6.876454, 5.316765, 0.534667], [-5.447300, 0.686392, -2.788035], [-7.578528, 4.145143, 1.851618], [-0.339518, 3.471725, 3.438193], [2.655706, -3.203399, 0.661196], [-2.977443, 2.052399, 2.119570], [0.150781, -9.025107, -4.116341], [-1.294634, -6.374715, -3.580197], [-6.423761, 3.277495, 3.688297], [6.032703, -0.126002, -0.994143], [1.321633, -6.942156, -4.523168], [-0.271370, -8.387245, -2.535227], [0.957646, 2.904833, -6.993846], [4.593614, 1.336452, 1.373486], [-4.249548, -1.017821, 1.523111], [4.280143, -10.563972, 0.387107], [-0.053522, -0.701567, -7.490833], [-1.003924, -5.974492, -6.018107], [-1.821613, 1.317082, 3.329966], [1.113328, 0.937449, -2.954058], [-1.001867, -3.398359, -1.789622], [4.739420, 3.549704, 2.057557], [-5.025195, 2.853444, -1.440530], [1.895607, -9.071047, 0.025969], [-2.541628, 5.395877, 0.340833], [2.850938, 1.361673, -2.667953], [-4.438209, 6.433729, 1.531671], [-3.582494, -0.849211, 3.211276], [0.172545, -4.767562, -2.003074], [-2.997283, 3.669841, 0.686625], [4.568644, -8.553350, -1.048247], [-7.215583, 5.873102, 2.318110], [5.544121, 5.105377, 2.562220], [-5.078183, 2.408636, 2.812597], [1.010505, 4.437990, 5.806654], [0.012138, -2.564900, 0.162408], [3.778823, 5.193367, 2.127448], [-0.783012, 2.453662, 8.472357], [2.750143, -8.677507, 2.257974], [-2.794952, 2.748912, 3.878161], [0.708987, 2.879233, -5.235632], [-1.488316, 1.298481, 7.353082], [2.872770, -10.421368, 2.432731], [1.445130, 0.637603, -6.026190], [-1.845172, -2.490648, 1.211451], [-1.140650, 0.665891, -7.673342], [3.565787, 2.518881, -1.000465], [0.255240, 1.246583, 7.685209], [-7.088450, 0.581543, -2.116514], [2.885494, 2.688085, 0.660772], [-0.750863, 0.792046, -1.343189], [1.758923, 3.136496, 6.755928], [0.541160, -3.138528, -2.732477], [-1.336919, -1.293061, 2.598882], [5.344880, -8.292151, 0.527455], [-0.881354, 5.401583, 1.902545], [-1.558318, -8.872461, -3.658164], [-0.027056, 0.959424, 2.251557], [1.445076, 4.291886, -1.619467], [0.726050, 4.351537, 7.537884], [-7.242468, 0.658291, 0.302324], [4.233319, 4.252935, -2.037730], [-1.999021, -7.421027, -5.753370], [-3.753662, -2.566252, 2.495436], [-0.230877, 2.307995, 5.460330], [-0.680022, 2.829880, -6.310791], [4.742581, -1.953512, -0.933064], [-2.094183, 5.247269, 3.269464], [3.774229, -7.548795, 0.154862], [4.324308, -9.416492, 2.622022], [-0.291784, -7.567437, -6.220768], [1.541659, 1.787691, 2.021821], [-0.227396, -0.847076, -0.966331], [0.499146, 0.749929, -8.350556], [-5.281330, 2.833150, 0.316703], [-6.664701, 2.757860, -0.762609], [-5.982750, -0.769520, -1.923460], [-1.286396, 0.733889, -5.255140], [0.558927, 3.695163, 1.212871], [1.339806, -1.237347, -2.334793], [6.382887, 0.914985, 1.064121], [1.998667, 4.836089, 0.096787], [5.558602, 2.199402, 0.093063], [-4.510578, 0.598331, -0.457897], [0.641422, 2.369898, -1.259813], [-1.638344, 4.203260, 7.033405], [2.752803, 0.311269, 1.004459], [-0.864372, 2.909852, 0.314395], [4.592529, 0.742889, -1.551530], [-4.689319, 3.743713, 4.088127], [3.128534, 5.684605, -2.235399]],
  "forces_ev_per_a": [[0.5197, 0.3500, 0.3397], [-0.2368, 0.1448, 0.2304], [-0.2672, 0.7718, 0.0528], [-0.2938, -0.4804, -0.3948], [-0.1393, 0.8198, -1.5203], [0.0153, 0.0854, -0.0322], [-0.0110, -0.2709, -0.1723], [-0.1406, -0.0383, -0.4067], [0.0282, 0.3708, 0.2380], [0.1758, -0.1406, 0.4843], [-3.0615, 0.6590, 1.3375], [0.2712, -1.7005, 1.0607], [0.2703, -0.1633, 0.2410], [-0.5407, 0.6242, 0.2033], [-1.5026, -2.1747, -1.6938], [-0.0983, -0.2852, -0.0730], [-0.0765, -0.0230, 0.2812], [0.1388, -0.2778, -0.0834], [0.2509, -0.5946, -0.4361], [-0.9534, 0.4388, -0.5857], [2.9500, -0.9307, -0.7111], [0.0239, -0.2454, 0.1792], [0.2094, -0.0006, -0.2114], [-0.1578, 0.2439, -0.1021], [0.4220, 1.4576, -1.0357], [-1.8259, 0.4201, -0.9739], [-1.3470, -0.2357, 0.7113], [0.9542, 0.4050, 2.0891], [0.5412, 0.8592, -0.8953], [1.0422, -0.4217, -0.8224], [0.1961, -0.1538, -0.6221], [0.1845, 0.0478, -0.2529], [1.0250, 0.0443, 0.1680], [-1.1460, 2.0706, 2.0487], [0.0621, 0.2772, 0.7620], [-0.6844, 0.3235, -0.3452], [0.2336, 0.0688, 0.1576], [-0.1844, -0.8066, -0.4223], [0.1008, -0.2567, -0.0729], [0.1909, 0.8870, -0.3245], [-0.2638, 0.6194, 0.2165], [-2.1748, -0.0687, 0.3938], [-1.4591, -0.2393, -0.2308], [-1.1436, -1.2022, 0.3609], [-0.3398, 1.5045, -0.1617], [-0.4171, -0.4758, -0.9342], [0.1710, 0.1173, 0.1403], [1.8770, -0.0092, 0.0710], [1.1502, -0.5286, 1.3658], [0.5995, 1.3277, 0.8562], [0.5050, 0.6465, -1.2193], [1.2973, -1.1849, -0.0850], [-0.4780, 0.3263, -0.4092], [-0.8494, -0.8277, 1.7481], [0.7838, 1.0987, 0.6893], [1.0145, 1.7250, -0.1720], [3.0085, -0.2109, 0.8950], [1.8804, 1.9193, -1.9760], [-0.0460, -0.3979, 1.5011], [-0.0729, -0.0107, 0.0126], [0.7836, 1.0739, -0.5680], [-1.0884, -0.5962, -1.0907], [-0.3127, 1.1715, -1.5447], [0.9054, 0.6548, 1.0425], [-0.0957, 0.0517, -0.0886], [0.1988, 0.0956, 0.0191], [1.2263, 0.3655, -0.7004], [-1.6798, 0.2325, 0.4207], [-0.1146, 0.0356, 0.0726], [-0.0756, 0.0252, -0.0596], [-0.0663, 0.0084, 0.0567], [0.7892, -0.4022, -0.7579], [0.9388, -1.0086, 0.9900], [-0.2090, -0.0125, -0.1049], [0.0780, 0.0897, 0.0029], [-0.0548, -0.0542, 0.0700], [-0.6706, 1.2324, -0.5465], [1.2117, -0.2834, 1.0510], [1.5414, -0.2644, 0.0356], [-0.1116, 1.3351, -0.5604], [-0.0598, 0.0319, 0.0265], [0.1092, -0.0863, -0.0014], [-0.7759, -0.9956, 1.0880], [-1.4283, -0.2876, 1.2144], [-0.0830, -1.8211, -0.8442], [0.2271, -0.9930, -1.3065], [0.2090, 1.7614, 0.2417], [-0.1741, 1.3196, 0.9565], [0.0306, -0.0586, 0.0882], [0.0864, -1.0080, -1.2944], [-0.9500, -0.6062, -1.3043], [-0.3818, 1.4436, 0.6608], [-0.0029, -0.0780, 0.0141], [1.2224, -0.5564, -0.6257], [1.0670, -1.0220, -0.2151], [0.1356, 0.0384, -0.0580], [0.1129, 0.0668, -0.0750], [0.6402, -0.6201, -1.5126], [0.0628, -0.0309, -0.0687], [0.0947, 0.0202, -0.0427], [0.1001, 0.0268, -0.0500], [-0.1480, -0.0941, 0.1869], [0.2862, 1.4856, 0.3317], [0.0774, 0.1312, 0.0100], [-1.6347, -0.5624, 0.9480], [-0.0539, 0.0399, 0.0448], [0.0816, 0.1267, 0.0095], [-0.5642, -0.3619, -1.0658], [0.7179, -0.4639, 1.7131], [-0.0314, 0.0622, 0.0386], [-0.2015, -0.3512, 1.1424], [-0.5498, -0.4021, -1.7183], [-0.0544, 0.0371, -0.0325], [-1.2794, -0.6863, 0.5978], [0.0786, -0.0104, -0.0024], [0.7541, -0.1815, -1.4854], [0.7180, -0.2403, 1.0671], [-0.0081, -0.1419, 0.0247], [0.1214, -0.0406, 0.0156], [-0.4729, 0.7335, 1.0072], [0.0751, 0.0042, -0.0295], [0.1214, 1.4149, -0.3047], [-0.1857, 0.1040, -0.0355], [0.0352, -0.0765, -0.1216], [-1.2736, 0.9781, 1.0525], [0.3111, -0.9142, -1.2101], [0.0017, -0.0379, 0.1366], [-0.0741, 0.0204, 0.0011], [-0.0560, -0.0945, 0.1099], [-1.1413, -0.7409, -1.2685], [0.4118, 1.5088, 1.0428], [-0.0725, -0.0195, 0.0366], [0.0298, -0.0245, -0.1031], [0.0358, -0.0699, -0.1119], [0.0619, 0.0807, -0.0010], [0.1270, -0.0572, -0.0690], [-1.2483, -1.1396, -0.4245], [1.5771, 0.6953, 0.4470], [-1.7133, 0.0744, -0.6358], [0.0293, -0.9352, -1.4983], [-0.2198, -1.4011, 0.7647], [-0.1286, -0.0804, 0.1431], [0.6235, -1.5893, 1.1704], [0.0190, -0.0748, -0.1030], [-1.4269, -0.8183, -0.6573], [0.6685, -0.2101, 1.2614], [0.0804, -0.7765, 1.5758], [-0.9558, -0.6010, -1.3120], [0.8330, -0.8916, 1.2227]],
  "lowdin_charge": [0.92, 0.95, 0.79, 0.98, 0.70, 0.92, -0.06, -0.07, -0.08, -0.08, 0.08, -0.07, -0.06, -0.21, -0.38, -0.06, -0.06, -0.06, -0.50, -0.31, -0.42, -0.06, -0.06, -0.06, -0.22, -0.17, -0.75, -0.08, -0.31, -0.15, -0.07, -0.06, -0.12, -0.17, -0.51, -0.50, -0.05, -0.78, -0.06, -0.14, -0.50, -0.62, -0.27, -0.10, 0.01, -0.19, -0.06, -0.32, -0.11, -0.18, -0.67, -0.43, -0.50, -0.51, -0.13, -0.13, -0.46, -0.22, 0.08, 0.08, 0.07, 0.13, -0.02, 0.04, 0.09, 0.13, 0.08, 0.13, 0.09, 0.08, 0.09, 0.03, 0.06, 0.14, 0.08, 0.08, 0.07, 0.11, 0.09, 0.07, 0.09, 0.08, 0.11, 0.08, 0.12, 0.08, 0.02, 0.09, 0.08, 0.09, 0.11, 0.07, 0.07, 0.00, 0.09, 0.09, 0.08, 0.08, 0.07, 0.08, 0.08, 0.12, 0.07, 0.08, 0.09, 0.08, 0.09, 0.09, 0.12, 0.08, 0.06, 0.06, 0.08, 0.11, 0.08, 0.08, 0.12, 0.09, 0.09, 0.13, 0.08, 0.09, 0.12, 0.08, 0.02, 0.12, 0.06, 0.08, 0.08, 0.15, 0.10, 0.09, 0.05, 0.09, 0.08, 0.09, 0.10, 0.06, 0.08, 0.11, 0.07, 0.08, 0.14, 0.09, 0.09, 0.12, 0.06, 0.08, 0.14],
  "mol_weight_da": 1321.348,
  "total_charge": 1,
  "e_homo_ev": -9.75,
  "fmax_ev_per_a": 3.405,
  "multiplicity": 1,
  "homo_lumo_gap_ev": 7.454
}

Question: What is the multiplicity in the second record?
Answer: 1